(1)
Formula: C49H42P2Si2V
Source: the OMol25 dataset
Level of theory: ωB97M-V/def2-TZVPD

Structure (XYZ):
```
96
Properties=species:S:1:pos:R:3
V -0.171 -0.433 0.019
P 0.060 -0.016 2.497
P 2.327 0.056 -0.312
Si -2.730 -0.089 -0.139
Si -0.068 2.080 -0.119
C -3.748 0.625 -4.120
C -1.982 -1.735 3.213
C 1.155 -2.279 -1.132
C -1.347 3.052 -1.082
C -0.731 2.177 4.031
C -0.892 -1.010 3.681
C 3.551 -1.533 3.970
C 0.140 -1.314 -3.529
C -4.425 1.659 -1.640
C -2.431 -2.539 5.429
C 2.417 0.987 3.684
C -0.144 -2.614 -3.129
C -3.170 0.117 -2.965
C 1.744 -0.130 3.199
C 4.070 3.320 -2.032
C 4.437 -1.714 -0.926
C 5.905 -0.912 1.297
C 6.423 -1.859 0.423
C -3.535 -1.782 0.111
C -0.835 4.432 3.220
C 1.494 -0.978 -1.561
C -0.508 3.984 1.950
C -4.798 -4.271 0.437
C -1.339 -1.823 5.907
C -0.381 1.732 2.757
C -0.570 -1.065 5.040
C -3.487 0.626 -1.705
C 3.040 4.247 -1.933
C 1.822 3.890 -1.371
C 0.940 -0.488 -2.747
C -4.665 1.664 -4.034
C -3.766 -4.129 -0.480
C 3.908 -0.771 -0.044
C -3.145 -2.896 -0.636
C 2.650 1.686 -1.001
C 2.330 -1.390 3.332
C -0.278 2.629 1.684
C -4.578 -1.949 1.028
C -2.752 -2.497 4.081
C 4.205 -0.417 4.482
C 3.878 2.029 -1.565
C 5.689 -2.259 -0.685
C 4.649 -0.373 1.067
C -0.961 3.522 4.263
C 1.603 2.604 -0.870
C 3.643 0.841 4.328
C -5.007 2.177 -2.790
C -5.205 -3.177 1.190
C 0.352 -3.094 -1.925
H -5.288 -5.229 0.561
H -2.351 -2.803 -1.369
H -0.768 -3.246 -3.749
H -2.243 -1.717 2.162
H -3.026 -3.133 6.111
H -1.238 3.861 5.254
H -1.009 5.486 3.396
H 1.979 1.973 3.590
H 0.119 -4.098 -1.595
H 5.149 -0.532 5.000
H 1.039 4.639 -1.316
H -2.325 2.966 -0.605
H 1.568 -2.661 -0.202
H 6.097 -2.991 -1.371
H -5.118 2.066 -4.931
H -6.018 -3.280 1.899
H -4.907 -1.105 1.627
H 7.402 -2.284 0.604
H 5.018 3.602 -2.473
H -2.465 -0.704 -3.051
H -3.596 -3.057 3.696
H -3.451 -4.978 -1.076
H -4.707 2.072 -0.676
H 1.159 0.526 -3.060
H -1.095 4.117 -1.118
H 4.672 1.296 -1.638
H -0.833 1.473 4.848
H -0.264 -0.933 -4.459
H 4.147 1.716 4.719
H 3.883 -2.020 -1.804
H 4.246 0.361 1.754
H 3.189 5.257 -2.294
H 1.815 -2.274 2.970
H -1.084 -1.858 6.959
H -3.209 0.754 0.996
H 6.475 -0.597 2.162
H -0.448 4.710 1.143
H 0.288 -0.524 5.422
H 3.989 -2.518 4.078
H -3.491 0.210 -5.088
H -1.448 2.694 -2.110
H -5.731 2.979 -2.715
```

2S+1: 3
DFT total energy: -111510.1168 eV
ΔE to the lowest compared entry with this formula, charge and spin: 0.2133 eV
E_HOMO (alpha / beta): -10.434 / -10.212 eV
<S²>: 2.100
frontier orbital gap (alpha / beta): 7.153 / 7.021 eV
charge: +1

(2)
Formula: C49H44BCl2CrN9O2S
Source: the OMol25 dataset
Level of theory: ωB97M-V/def2-TZVPD

Structure (XYZ):
```
109
Properties=species:S:1:pos:R:3
Cr -0.933 0.256 0.357
Cl -3.252 -2.586 1.406
Cl -2.123 -1.436 -1.106
S -1.722 2.760 -3.430
O 0.426 -0.984 -2.401
O 2.098 0.236 1.675
N 0.819 -0.260 -0.241
N -2.914 1.224 2.335
N 3.072 -0.167 -0.354
N -0.619 2.220 2.473
N -0.627 -0.782 2.100
N -1.560 1.556 -1.208
N -1.004 -0.112 3.224
N -2.908 0.725 1.069
N -0.105 1.937 1.242
C 3.185 0.872 -5.039
C 0.833 2.888 1.002
C -2.009 2.830 -0.925
C 0.834 3.797 2.064
C 4.496 1.308 -4.944
C -5.205 0.375 -2.962
C 1.199 -5.446 0.417
C -0.089 -1.979 3.909
C 1.190 -0.727 -1.496
C 0.443 -3.069 1.708
C -2.148 3.622 -2.012
C 3.725 3.592 -2.090
C -4.553 0.816 -1.821
C 2.725 -0.794 -1.607
C -4.786 0.206 -0.592
C -0.448 3.909 4.305
C -1.371 1.398 -2.495
C 1.290 -3.994 2.332
C 4.620 0.383 -2.730
C -4.491 2.039 4.094
C 3.213 -2.249 -1.697
C 1.646 2.590 -1.410
C -6.386 -1.258 -1.663
C 0.038 -3.344 0.408
C 1.652 -5.169 1.701
C 3.539 -4.231 -3.027
C 2.583 0.209 -3.975
C -5.013 1.156 1.713
C 3.953 -2.824 -0.675
C 5.215 1.057 -3.783
C -6.114 -0.671 -2.890
C 1.811 3.031 -0.104
C 4.320 -4.785 -2.020
C -5.733 -0.816 -0.521
C -0.683 -0.807 4.321
C -0.961 -0.338 5.708
C 2.997 -2.967 -2.871
C 2.023 -0.040 0.503
C 2.574 2.890 -2.397
C -0.064 -1.940 2.514
C 3.943 3.984 -0.777
C -3.110 -2.738 -0.327
C 2.998 3.714 0.196
C -0.085 3.337 2.977
C -4.160 1.489 2.748
C 0.411 -4.515 -0.236
C 4.517 -4.083 -0.844
C -4.202 0.686 0.683
C 3.293 -0.030 -2.806
B -1.620 1.288 3.149
H -5.562 2.218 4.156
H 5.208 0.173 -1.844
H -5.013 0.862 -3.910
H -2.479 4.646 -2.047
H -6.084 1.255 1.688
H 0.240 -2.779 4.546
H -7.113 -2.057 -1.591
H -0.583 -2.642 -0.117
H -0.376 0.551 5.948
H 0.084 -4.692 -1.253
H 1.563 -0.133 -4.068
H 3.372 -4.776 -3.947
H 5.108 -4.513 -0.046
H -1.862 1.687 4.242
H -0.190 3.223 5.112
H 6.246 1.376 -3.702
H -2.014 -0.095 5.848
H 2.402 2.556 -3.411
H -1.038 0.464 -2.928
H 4.769 -5.761 -2.154
H -0.692 -1.121 6.414
H -2.221 3.114 0.093
H 1.480 -6.367 -0.075
H 1.433 4.683 2.162
H 3.202 4.017 1.213
H 2.295 -5.873 2.213
H 1.668 -3.796 3.325
H -3.876 1.655 -1.886
H 4.961 1.825 -5.772
H -4.212 1.344 4.885
H 0.097 4.837 4.459
H -2.590 -3.661 -0.561
H -5.947 -1.273 0.438
H 4.452 3.814 -2.860
H -4.088 -2.675 -0.788
H -6.623 -1.011 -3.782
H 2.418 -2.525 -3.672
H -3.974 2.980 4.280
H 2.620 1.045 -5.946
H 0.788 2.003 -1.673
H -1.515 4.120 4.375
H 4.102 -2.303 0.262
H 4.852 4.505 -0.506
H 4.005 -0.140 0.020
```

2S+1: 2
DFT total energy: -134011.7171 eV
ΔE to the lowest compared entry with this formula, charge and spin: 0.0000 eV
E_HOMO (alpha / beta): -10.613 / -10.604 eV
<S²>: 0.759
frontier orbital gap (alpha / beta): 6.648 / 7.235 eV
charge: +1

(3)
Formula: C49H44BrF5P2S4SeSr
Source: the OMol25 dataset
Level of theory: ωB97M-V/def2-TZVPD

Structure (XYZ):
```
107
Properties=species:S:1:pos:R:3
Sr -1.649 1.616 0.848
Br -2.802 -0.474 -0.917
Se -0.990 1.342 3.591
S -4.134 3.508 4.793
S -3.105 3.656 0.133
S -4.080 1.628 2.053
S -1.918 3.214 2.734
P 0.967 -2.669 -4.041
P 1.209 -0.943 -1.612
F 0.766 -1.580 6.445
F 1.231 3.821 5.858
F -1.302 0.005 7.170
F 2.958 -0.513 5.256
F 3.187 2.183 4.968
C 2.077 0.843 0.274
C 1.162 -2.116 -0.187
C -1.586 4.556 4.042
C 0.199 -1.878 0.783
C 0.978 -6.164 -1.825
C 1.967 0.293 5.672
C -4.245 1.680 4.904
C -1.338 1.529 -2.658
C -0.742 -4.065 -2.361
C 1.373 -5.146 -2.676
C 0.782 3.275 -2.992
C 3.711 -4.823 -7.090
C 0.516 -4.083 -2.956
C 4.294 1.641 0.681
C -1.695 1.556 -5.111
C -4.363 4.372 1.338
C -1.137 -5.076 -1.497
C -2.667 0.613 -5.033
C 3.413 -3.097 -5.440
C 0.105 -2.672 1.921
C -0.420 3.704 1.502
C 1.047 2.452 6.031
C -0.636 1.928 -1.459
C 4.731 0.955 -0.440
C 2.405 -5.246 -6.869
C 1.014 -3.697 2.123
C 0.080 2.898 -4.090
C -1.001 2.003 -3.957
C 0.835 -0.245 6.274
C -2.420 4.041 5.232
C 4.211 -3.748 -6.375
C -0.278 -6.133 -1.233
C 2.155 -1.805 -2.931
C -3.002 0.058 -3.787
C 0.414 2.798 -1.716
C -0.107 1.980 6.576
C -4.674 0.891 3.631
C -2.359 0.515 -2.673
C 3.842 0.193 -1.194
C 2.952 1.581 1.047
C 2.083 1.668 5.552
C 2.021 -3.909 1.188
C 2.108 -3.517 -5.203
C -0.170 0.619 6.679
C -5.224 3.108 1.668
C 1.613 -4.594 -5.942
C 2.501 0.128 -0.844
C -1.384 4.514 0.445
C 2.086 -3.134 0.043
H 2.584 -0.987 -3.518
H -1.414 -3.237 -2.565
H -3.870 4.756 2.228
H 5.776 0.991 -0.720
H 4.992 2.213 1.279
H 0.950 -4.314 3.010
H 3.824 -2.257 -4.895
H 2.355 -5.182 -3.135
H -0.584 -6.933 -0.571
H -3.261 1.352 5.240
H -2.113 -5.033 -1.032
H -2.491 4.810 6.000
H 0.191 2.793 1.230
H 1.013 0.830 0.498
H 4.210 -0.353 -2.055
H -0.530 4.565 4.309
H -1.415 1.971 -6.073
H 2.763 -4.679 1.358
H 0.244 4.378 2.034
H 1.652 -6.986 -1.618
H -3.737 -0.733 -3.710
H -0.470 -1.026 0.721
H -4.951 1.448 5.700
H 1.048 3.133 -0.895
H -0.945 4.821 -0.496
H 4.330 -5.327 -7.821
H -5.756 0.830 3.543
H 0.595 -4.930 -5.777
H 2.606 2.101 1.933
H 2.007 -6.086 -7.423
H 2.946 -2.468 -2.574
H 0.347 3.261 -5.076
H 2.872 -3.325 -0.677
H -5.769 2.837 0.766
H -4.907 5.181 0.861
H -1.882 3.195 5.690
H -0.683 -2.494 2.643
H 5.227 -3.412 -6.540
H -4.229 -0.100 3.678
H -1.696 5.399 1.002
H -5.904 3.248 2.503
H -3.179 0.271 -5.922
H -1.931 5.500 3.617
H 1.626 3.947 -3.095
```

DFT total energy: -263250.7534 eV
E_HOMO: -7.072 eV
frontier orbital gap: 6.262 eV
charge: 0

Question: The lowest charge belongs to which entry?
Answer: C49H44BrF5P2S4SeSr

Question: Which of these has the lowest charge?
Answer: C49H44BrF5P2S4SeSr